*1*
{
  "formula": "C6H14N2O2",
  "method": "ωB97M-V with the def2-TZVPD basis set",
  "homo_energy_ev": -8.96,
  "smiles": "CNC(C)=O.CNC(C)=O",
  "orbital_gap_ev": 9.5,
  "multiplicity": 1,
  "symbols": ["H", "C", "N", "H", "C", "H", "H", "C", "C", "H", "H", "H", "O", "H", "H", "H", "H", "O", "H", "N", "H", "C", "H", "C"],
  "xyz": [[-3.16283, 1.18304, -0.56559], [1.92678, -1.41832, -0.25339], [0.93959, 0.45194, -1.35760], [0.75860, 0.67090, -3.49257], [-1.29575, -0.81095, 3.11338], [-1.32832, -0.12182, 3.97850], [1.36560, 2.06873, -2.74553], [0.67101, 1.21788, -2.56198], [2.01509, -0.42521, -1.38817], [-2.06775, -1.61005, 3.08754], [2.29124, -2.42641, -0.48458], [0.34913, 0.58917, -0.54352], [2.79351, -0.43578, -2.31263], [-3.05119, 2.02343, 1.04060], [-1.56368, 1.50538, 0.00950], [2.49853, -1.15513, 0.65113], [0.87182, -1.56300, -0.03575], [-0.18827, 0.21466, 1.29447], [-3.33327, -0.14195, 1.59236], [-2.46136, -0.02731, 1.09835], [-0.45767, -1.51263, 3.26056], [-2.56163, 1.26487, 0.39730], [-0.35060, 1.56673, -2.39217], [-1.23703, -0.14273, 1.78396]]
}

*2*
{
  "formula": "C6H14N2O2",
  "method": "ωB97M-V with the def2-TZVPD basis set",
  "homo_energy_ev": -9.64,
  "smiles": "CNC(C)=O.CNC(C)=O",
  "orbital_gap_ev": 10.0,
  "multiplicity": 1,
  "symbols": ["C", "C", "C", "H", "H", "H", "N", "O", "C", "H", "H", "H", "H", "H", "H", "H", "H", "O", "H", "H", "H", "C", "N", "C"],
  "xyz": [[1.31667, -0.43070, -2.51125], [-2.37381, 0.07110, -2.05707], [-0.80318, -0.98023, 2.78022], [-2.43506, 0.64393, -3.08714], [1.70164, 0.35961, -3.24350], [2.56026, 1.21084, 1.32804], [0.14639, -0.41373, 1.99153], [-0.44058, 0.15800, -3.94724], [1.04010, 0.47037, 2.68687], [1.81836, -0.16797, -1.56826], [-0.65967, -0.50306, 3.74476], [1.71030, -1.43840, -2.82780], [0.91082, 2.21821, 1.53240], [-2.26301, 0.66110, -1.19049], [0.17052, -0.17145, 1.03819], [-0.78396, -1.38131, -1.39277], [-3.34064, -0.37998, -2.10582], [1.11146, 0.36945, 3.91713], [-1.71774, -0.84361, 2.30208], [2.43159, 2.20518, 2.71799], [-0.54071, -2.10645, 2.96981], [-0.14028, -0.25608, -2.87550], [-1.17018, -0.84624, -2.13826], [1.75072, 1.55142, 1.93605]]
}

*3*
{
  "formula": "C6H14N2O2",
  "method": "ωB97M-V with the def2-TZVPD basis set",
  "homo_energy_ev": -8.97,
  "smiles": "CNC(C)=O.CNC(C)=O",
  "orbital_gap_ev": 9.5,
  "multiplicity": 1,
  "symbols": ["N", "C", "H", "H", "H", "H", "H", "C", "C", "H", "H", "N", "H", "O", "C", "H", "H", "C", "O", "H", "C", "H", "H", "H"],
  "xyz": [[1.45372, -1.34860, -0.88525], [-0.54163, -1.22172, -2.27193], [-0.96802, 3.83158, 0.91230], [1.10359, -0.53773, -0.38563], [-2.66315, -0.12985, 2.77647], [-0.74682, -1.03737, -3.31755], [3.39155, -1.80048, -1.49220], [-1.62876, 0.19057, 2.66034], [0.83472, -1.76946, -2.01167], [-1.29960, 2.89199, -0.60684], [-0.74210, -0.37694, -1.61923], [-1.56561, 1.45668, 1.93397], [-1.22323, -1.96411, -1.84986], [1.30891, -2.65412, -2.71346], [2.77660, -1.88152, -0.59462], [0.34230, 3.15899, -0.10054], [-1.22061, 0.37253, 3.66178], [-0.66381, 3.00488, 0.27626], [0.10544, 0.77168, 0.58466], [-1.03134, -0.54737, 2.14904], [-0.68756, 1.63742, 0.92364], [-2.28643, 2.13909, 2.12385], [3.25169, -1.25566, 0.15391], [2.70014, -2.93048, -0.30745]]
}

Energy ordering: *3* at the bottom, the next structure 85.3 kJ/mol above.

*1*
{
  "formula": "C6H14N2O2",
  "method": "ωB97M-V with the def2-TZVPD basis set",
  "homo_energy_ev": -9.83,
  "smiles": "CNC(C)=O.CNC(C)=O",
  "orbital_gap_ev": 10.3,
  "multiplicity": 1,
  "symbols": ["H", "O", "H", "H", "O", "H", "H", "C", "H", "H", "C", "H", "H", "H", "H", "C", "N", "H", "H", "H", "N", "C", "C", "C"],
  "xyz": [[-1.59934, 0.19734, -3.39859], [3.04595, 1.68929, 0.81121], [-0.18116, -0.84794, -3.22096], [0.71580, 2.82985, -0.23732], [-1.85240, -2.16342, -1.87938], [0.81723, 3.15910, 1.41629], [0.55881, -0.04756, 1.43973], [1.87890, 1.35197, 0.88635], [-1.59333, -1.75187, 1.02474], [2.24720, -1.51345, 2.31016], [2.51630, -0.96244, 1.40850], [3.44543, -0.40729, 1.46101], [-3.15500, -1.87564, 0.21757], [-0.28421, 0.66333, -2.30655], [2.52004, -1.66531, 0.57904], [-0.85993, -0.17526, -2.70303], [1.50770, 0.05386, 1.12427], [-0.21638, 1.83246, 0.86791], [-1.35103, 0.40667, -0.24959], [-2.92538, -0.55762, 1.32245], [-1.95814, -0.35418, -0.51653], [0.74938, 2.31621, 0.72940], [-1.61059, -0.98903, -1.68094], [-2.41587, -1.18908, 0.59427]]
}

*2*
{
  "formula": "C6H14N2O2",
  "method": "ωB97M-V with the def2-TZVPD basis set",
  "homo_energy_ev": -8.54,
  "orbital_gap_ev": 9.3,
  "multiplicity": 1,
  "symbols": ["H", "C", "H", "H", "H", "O", "O", "H", "H", "C", "C", "H", "C", "H", "H", "H", "H", "N", "H", "N", "C", "H", "C", "H"],
  "xyz": [[0.54403, 2.22532, 0.68558], [1.18051, 0.29411, -0.08734], [2.07320, 1.38891, -1.67563], [-2.22707, -2.56370, 0.14041], [0.30712, 1.47744, -1.65963], [-1.88232, -0.58095, -1.55661], [-0.10963, -1.02496, -0.10958], [2.17237, -1.15001, 1.15406], [1.11667, -0.00776, -2.21417], [1.15673, 0.81512, -1.50388], [1.20399, 1.40105, 0.94362], [-2.74052, 0.55575, 1.56785], [2.28754, -0.70516, 0.16763], [-2.04223, -1.59296, 1.60478], [3.25086, -0.18743, 0.14072], [-1.16159, -0.26653, -2.11480], [2.20628, 1.83910, 0.96907], [-2.04940, 1.22688, 1.17197], [0.92996, 1.02053, 1.92630], [-1.39190, 0.80483, 0.24766], [-2.32927, -1.56426, 0.55472], [-3.36598, -1.24467, 0.44389], [-1.38957, -0.65459, -0.23198], [2.26023, -1.50607, -0.56463]]
}

*3*
{
  "formula": "C6H14N2O2",
  "method": "ωB97M-V with the def2-TZVPD basis set",
  "homo_energy_ev": -9.22,
  "smiles": "N[C@H]1OC1=O.CC(C)(C)N",
  "orbital_gap_ev": 10.0,
  "multiplicity": 1,
  "symbols": ["H", "H", "C", "H", "N", "O", "H", "C", "C", "H", "H", "C", "O", "N", "H", "H", "H", "C", "H", "H", "H", "C", "H", "H"],
  "xyz": [[1.64339, 1.67069, 0.76161], [0.26024, -0.67696, -1.85915], [1.37054, -0.20102, 0.09344], [0.10007, -1.20766, 1.39778], [0.97105, 1.19067, 0.14740], [-2.99967, -1.46566, 0.81880], [3.33915, 0.15243, -0.87989], [-2.47317, 0.69799, -0.28661], [2.93646, -0.31043, 0.00766], [1.73757, -1.22038, 2.11668], [-3.42966, 0.52307, -2.04988], [-3.07049, -0.33138, 0.55045], [-3.69247, 0.84322, 0.75900], [-2.76995, 1.04870, -1.57314], [-0.46854, -1.25130, -0.49270], [-1.62964, 1.25288, 0.16358], [1.03027, -2.05331, -0.94209], [0.57487, -1.05200, -0.85185], [0.97820, 1.66120, -0.82880], [0.80814, 0.32355, 2.22599], [3.52918, 0.26507, 0.74729], [1.00268, -0.61728, 1.58698], [-3.00533, 2.11010, -1.66679], [3.25709, -1.35216, 0.05424]]
}

Energy ordering: *1* at the bottom, the next structure 273.9 kJ/mol above.

*1*
{
  "formula": "C5H8N2",
  "method": "ωB97M-V with the def2-TZVPD basis set",
  "homo_energy_ev": -8.30,
  "smiles": "N#CCC/C=C/N",
  "orbital_gap_ev": 9.2,
  "multiplicity": 1,
  "symbols": ["H", "H", "H", "H", "H", "C", "H", "H", "C", "N", "C", "C", "C", "N", "H"],
  "xyz": [[-1.63729, -1.23050, 0.83193], [0.38587, 0.80437, -1.97378], [2.63546, 0.59215, -0.84013], [-2.11077, 0.02825, -1.19064], [2.97036, -0.79136, -0.03417], [1.03722, -0.52625, -0.51980], [-2.40942, 0.27570, 1.31777], [-1.43648, 1.50255, -0.52389], [0.08361, 0.18458, -1.12964], [2.40533, -0.38997, -0.77057], [-1.29636, 0.41404, -0.56190], [-0.39140, 0.15890, 1.78125], [-1.50604, -0.14346, 0.86066], [0.46864, 0.39163, 2.52051], [0.80127, -1.27062, 0.23241]]
}

*2*
{
  "formula": "C5H8N2",
  "method": "ωB97M-V with the def2-TZVPD basis set",
  "homo_energy_ev": -7.42,
  "smiles": "Cn1ccc(N)c1",
  "orbital_gap_ev": 8.5,
  "multiplicity": 1,
  "symbols": ["H", "C", "H", "H", "C", "C", "H", "C", "H", "N", "H", "N", "C", "H", "H"],
  "xyz": [[-3.29512, 0.06451, -0.35887], [-0.98869, -1.17899, 0.33399], [-1.68483, -1.97669, 0.56003], [2.77019, 0.15152, 0.93440], [2.30738, 0.27151, -0.05176], [-1.31898, 0.17190, 0.03140], [-2.66900, 1.57867, -0.50152], [-0.13443, 0.83868, -0.17685], [1.03129, -2.12737, 0.47069], [0.90147, -0.05791, -0.00980], [2.41845, 1.31393, -0.35893], [-2.62143, 0.71549, 0.02563], [0.38252, -1.27893, 0.29775], [0.06393, 1.87346, -0.42298], [2.83723, -0.35978, -0.77319]]
}

Energy ordering: *2* at the bottom, the next structure 60.4 kJ/mol above.